{
  "formula": "C8H28BClCoN8O20",
  "method": "ωB97M-V/def2-TZVPD",
  "total_energy_ha": -4131.0470,
  "relative_energy_kcal_mol": 78.3,
  "orbital_gap_ev": [7.964, 7.625],
  "multiplicity": 4,
  "fmax_ev_per_a": 5.58,
  "homo_ha": [-0.3815, -0.3817],
  "lumo_ev": [-2.42, -2.76],
  "s_squared": 3.756,
  "species": ["Co", "Cl", "O", "O", "O", "O", "B", "H", "H", "H", "H", "C", "N", "O", "O", "H", "H", "H", "C", "N", "O", "O", "H", "H", "H", "C", "N", "O", "O", "H", "H", "H", "C", "N", "O", "O", "H", "H", "H", "C", "N", "O", "O", "H", "H", "H", "C", "N", "O", "O", "H", "H", "H", "C", "N", "O", "O", "H", "H", "H", "C", "N", "O", "O", "H", "H", "H"],
  "xyz": [[-3.657647, -1.457829, -0.561966], [-0.211447, -0.281249, -0.007256], [0.128963, 0.835591, -0.815846], [-1.479857, -0.643029, -0.611436], [0.617463, -1.426499, -0.025806], [-0.473017, 0.136821, 1.340464], [-2.931767, -3.488759, -1.301286], [-2.685347, -3.021759, -0.360306], [-2.078357, -4.041649, -1.662176], [-3.808117, -4.092779, -1.124016], [-3.138677, -2.695509, -2.002836], [3.719513, -3.116119, -0.268826], [4.377233, -4.395369, -0.678246], [4.923093, -5.014649, 0.179494], [4.398873, -4.684209, -1.895776], [3.670733, -3.017259, 0.815584], [2.711063, -3.056869, -0.678226], [4.230763, -2.302379, -0.783176], [-3.903417, 1.753231, 2.388224], [-3.788437, 1.546091, 0.920124], [-3.231767, 2.417551, 0.253194], [-4.033977, 0.428241, 0.420604], [-3.027097, 1.384441, 2.921294], [-4.801757, 1.250881, 2.747004], [-4.041117, 2.815441, 2.590344], [3.781673, 1.425161, -0.359416], [4.148613, 1.414141, 1.108804], [3.819063, 2.291361, 1.847114], [4.930143, 0.514031, 1.472974], [4.341573, 2.291051, -0.712726], [2.734873, 1.708011, -0.470386], [4.095163, 0.554531, -0.935456], [2.342873, -0.591269, 3.270704], [1.634243, -1.901089, 3.515164], [0.521423, -1.875749, 4.018044], [2.319663, -2.955959, 3.332444], [3.359373, -0.737429, 3.636024], [1.829433, 0.194611, 3.824664], [2.286843, -0.391329, 2.200664], [-1.019387, -4.133109, 1.975274], [-1.439007, -5.426189, 1.360084], [-1.526417, -5.527469, 0.172754], [-1.756447, -6.346709, 2.102664], [-1.906287, -3.515389, 2.116464], [-0.392287, -3.655149, 1.222694], [-0.499847, -4.335909, 2.911784], [1.218333, 3.878621, -2.924766], [0.875143, 4.217671, -4.324866], [-0.196587, 3.812831, -4.720156], [1.713853, 4.908381, -4.941446], [1.094583, 2.803041, -2.798646], [0.557713, 4.438331, -2.262646], [2.234263, 4.175851, -2.664686], [-2.204737, 1.787161, -3.370046], [-3.378827, 0.807891, -3.272736], [-3.617847, 0.339341, -2.230986], [-3.937077, 0.448611, -4.322756], [-1.636557, 1.302581, -4.164056], [-1.692677, 1.789981, -2.407816], [-2.651917, 2.710951, -3.737116], [-0.172417, 3.827871, 0.714014], [-0.933367, 4.162421, 1.921064], [-1.777057, 5.048621, 1.826254], [-0.778337, 3.441271, 2.889434], [-0.704207, 3.323661, -0.092876], [0.619003, 3.175021, 1.082184], [0.277563, 4.767371, 0.393134]],
  "forces_ev_per_angstrom": [[2.71, -0.40, -1.40], [-3.08, 0.13, 0.65], [2.51, 1.03, -0.45], [-2.28, -1.35, -0.24], [1.40, 0.11, -0.29], [0.53, 0.16, 0.35], [-1.34, -0.66, -0.11], [1.37, 2.37, 4.86], [2.88, -1.42, -1.16], [-3.22, -2.28, 0.50], [-1.22, 4.01, -3.29], [-0.80, 0.42, -0.54], [-0.11, 0.61, -2.40], [0.43, -0.86, 0.85], [-0.33, 0.63, 2.04], [0.38, -0.16, -0.21], [-0.02, -0.49, 0.00], [0.40, -0.15, 0.33], [-1.26, 0.34, 0.56], [2.92, 0.20, -1.90], [-1.53, -1.28, 1.38], [-0.86, 0.37, 1.23], [0.18, -0.13, -0.55], [0.18, -0.26, -0.21], [0.33, -0.03, -0.36], [-0.01, 1.34, 0.15], [2.39, -2.61, -0.01], [-1.16, 1.08, -0.07], [-1.22, 0.74, -0.91], [0.12, -0.03, -0.15], [-0.05, -0.46, 0.20], [-0.16, -0.10, 0.72], [-0.27, -0.30, 0.11], [1.26, -1.90, 0.94], [0.87, -0.15, -0.85], [-1.96, 2.66, 0.02], [-0.10, 0.08, -0.34], [-0.06, -0.26, -0.11], [0.14, -0.13, 0.13], [0.44, 0.06, -0.49], [-0.93, -1.24, 1.16], [0.50, 0.56, -1.17], [0.31, 0.56, 0.60], [-0.02, -0.27, 0.12], [0.08, 0.06, 0.25], [-0.17, 0.07, -0.20], [0.37, -0.13, 0.76], [1.74, 1.28, -0.38], [0.35, 0.27, -0.36], [-1.99, -1.40, 0.75], [-0.18, 0.12, 0.03], [-0.26, -0.18, -0.23], [-0.06, -0.01, -0.51], [-1.05, -0.96, -0.67], [0.60, 0.30, -5.08], [-1.05, -1.60, 4.22], [0.93, 1.14, 1.51], [0.31, 0.45, 0.12], [-0.21, 0.18, -0.19], [0.38, 0.05, 0.24], [1.98, 0.14, 0.07], [-2.11, -0.48, -0.23], [0.78, -0.37, 0.27], [0.04, 0.47, -0.01], [-0.54, 0.23, 0.50], [-0.04, -0.06, -0.29], [-0.17, -0.07, -0.27]],
  "mulliken_spin": [2.832, 0.007, 0.005, 0.016, -0.005, 0.001, 0.073, 0.042, -0.005, -0.003, 0.025, 0.000, 0.000, 0.000, 0.000, 0.000, 0.000, 0.000, 0.001, -0.002, 0.009, -0.005, 0.000, 0.000, 0.000, -0.001, 0.000, 0.000, 0.000, 0.000, 0.000, 0.000, 0.000, 0.000, 0.000, 0.000, 0.000, 0.000, 0.000, 0.005, 0.000, 0.000, 0.001, 0.001, -0.003, 0.000, 0.000, 0.000, 0.000, 0.000, 0.000, 0.000, 0.000, 0.001, -0.002, 0.000, 0.006, 0.000, 0.000, 0.000, 0.000, 0.000, 0.000, 0.000, 0.000, 0.000, 0.000]
}

=====

{
  "formula": "C8H28BKN2O3",
  "method": "ωB97M-V/def2-TZVPD",
  "total_energy_ha": -1280.6188,
  "orbital_gap_ev": 1.484,
  "multiplicity": 1,
  "fmax_ev_per_a": 3.65,
  "homo_ha": -0.2182,
  "lumo_ev": -4.45,
  "species": ["K", "B", "H", "H", "H", "H", "C", "C", "C", "O", "C", "N", "H", "H", "H", "H", "H", "H", "H", "H", "H", "H", "H", "C", "C", "C", "O", "C", "N", "H", "H", "H", "H", "H", "H", "H", "H", "H", "H", "H", "O", "H", "H"],
  "xyz": [[0.142069, 0.897193, -1.301444], [1.656974, -1.000115, -2.665581], [3.809895, -2.702578, 6.323636], [-8.007395, -2.929058, -0.197859], [-6.644636, -1.037438, -5.672656], [-0.680951, -5.364265, 4.278573], [1.827084, 3.585907, 0.177093], [2.709889, 2.513721, 0.829202], [3.519231, 2.989083, 2.014416], [4.265851, 4.162749, 1.621916], [5.072518, 4.591380, 2.722915], [1.951085, 1.289054, 1.296417], [0.831325, 3.590350, 0.612769], [1.721766, 3.299281, -0.902190], [2.188708, 4.585057, 0.227454], [3.419683, 2.203012, 0.149404], [4.129848, 2.185059, 2.534976], [2.688470, 3.261667, 2.792930], [5.960486, 3.930558, 2.915308], [4.461045, 4.721633, 3.668156], [5.539584, 5.511693, 2.512039], [1.423485, 1.353625, 2.147899], [2.591767, 0.522616, 1.095255], [-1.094589, -1.948038, 0.167107], [-1.982242, -1.479578, -1.011948], [-2.978409, -2.605237, -1.513844], [-2.485981, -3.933050, -1.300727], [-3.405220, -4.917995, -1.201828], [-2.541896, -0.108105, -0.813092], [-0.546663, -2.864527, -0.176628], [-1.704996, -1.957314, 1.117207], [-0.307220, -1.264843, 0.268048], [-1.256258, -1.362717, -1.874775], [-3.199287, -2.308225, -2.585654], [-3.903379, -2.563924, -0.884380], [-4.104124, -4.977476, -2.008929], [-4.079691, -4.794460, -0.327499], [-2.806530, -5.889959, -1.136183], [-3.286653, -0.162406, -0.142490], [-2.897426, 0.239539, -1.716334], [-0.798183, 0.484692, -3.672023], [-0.085522, -0.224084, -3.758529], [-1.113509, 0.477524, -4.608130]],
  "forces_ev_per_angstrom": [[-0.29, 0.44, 0.71], [0.24, -0.36, -0.18], [-0.17, -0.08, -0.11], [0.10, 0.06, -0.15], [0.03, -0.04, 0.17], [0.17, 0.12, 0.04], [-0.52, -1.54, -0.76], [-1.37, -0.13, 2.49], [-1.31, 1.36, 1.52], [0.11, -1.08, 1.43], [-0.13, -1.07, 1.00], [0.83, 0.95, -3.01], [-0.16, -0.07, 0.18], [-0.02, 0.46, 0.72], [0.66, 0.64, 0.04], [1.31, -1.00, -1.86], [-0.36, 0.87, -1.02], [1.52, -0.03, -0.77], [-1.04, -0.05, -0.07], [0.61, -0.31, -0.98], [0.11, 1.35, -0.62], [0.49, -0.20, 0.38], [-0.81, -0.22, 1.11], [-1.59, -0.73, -0.66], [1.41, -0.77, -1.10], [-0.76, 0.75, 0.91], [2.07, 2.85, -0.94], [-0.73, -2.47, 1.14], [0.62, -1.08, -0.91], [-1.10, 0.30, 0.95], [0.95, -0.63, -0.88], [1.10, 1.39, 0.58], [-0.69, -0.12, 0.65], [-0.06, -0.95, 0.96], [0.29, 0.43, -0.64], [-0.25, -0.07, -1.12], [0.53, -0.15, 0.09], [-1.10, 1.21, 0.04], [-0.49, 0.22, 0.19], [-0.08, -0.29, 0.70], [0.27, -0.79, -1.71], [-0.34, 0.39, 0.43], [-0.03, 0.38, 1.07]],
  "mulliken_charge": [0.828, -0.169, -0.137, -0.146, -0.154, -0.114, -1.220, 0.149, -0.614, -0.316, -0.717, -0.412, 0.326, 0.113, 0.388, 0.390, 0.348, 0.265, 0.274, 0.286, 0.293, 0.224, 0.292, -0.942, 0.492, -0.775, -0.284, -0.791, -0.521, 0.321, 0.316, 0.174, -0.022, 0.290, 0.367, 0.333, 0.335, 0.215, 0.272, 0.246, -0.567, 0.118, 0.248]
}

=====

{
  "formula": "C8H28O7",
  "method": "ωB97M-V/def2-TZVPD",
  "total_energy_ha": -848.1922,
  "relative_energy_kcal_mol": 51.2,
  "orbital_gap_ev": 8.202,
  "multiplicity": 1,
  "fmax_ev_per_a": 3.09,
  "homo_ha": -0.3120,
  "lumo_ev": -0.29,
  "smiles": "C=C/C=C(/C)CCC.O.O.O.O.O.O.O",
  "species": ["C", "C", "C", "C", "C", "C", "C", "C", "H", "H", "H", "H", "H", "H", "H", "H", "H", "H", "H", "H", "H", "H", "O", "H", "H", "O", "H", "H", "O", "H", "H", "O", "H", "H", "O", "H", "H", "O", "H", "H", "O", "H", "H"],
  "xyz": [[-1.330323, -3.217213, -0.404166], [-2.074288, -2.138119, -0.563487], [-2.329171, -1.294875, -1.775379], [-1.525056, -0.393652, -2.346529], [-2.024328, 0.437684, -3.466569], [-0.117536, -0.001521, -2.009954], [1.015169, 0.208714, -3.052309], [1.048926, 1.615382, -3.667789], [-0.608256, -3.580697, -1.114807], [-1.243336, -3.655389, 0.574368], [-2.783307, -1.807525, 0.190840], [-3.279282, -1.432426, -2.272824], [-1.704312, 1.496853, -3.510351], [-3.113899, 0.553766, -3.490980], [-1.778413, -0.013243, -4.437920], [-0.129902, 0.995091, -1.435354], [0.333436, -0.530951, -1.164580], [0.967681, -0.674903, -3.733328], [1.822385, 0.041058, -2.335233], [1.475865, 2.290980, -2.927748], [1.821849, 1.553045, -4.464787], [0.123051, 1.962968, -4.151018], [2.940018, 1.684957, 2.348740], [3.727255, 1.510559, 1.810434], [3.370575, 2.210641, 3.041915], [2.787366, -2.049472, 0.906587], [3.068568, -2.860481, 0.445464], [3.552763, -1.579856, 0.498778], [2.067325, -0.981314, 3.237059], [2.382464, -1.743816, 2.729111], [2.364859, -0.956947, 4.155815], [-3.043441, 2.290577, -0.612439], [-3.201089, 2.865275, 0.147251], [-3.219656, 1.424026, -0.226110], [1.050813, 1.066754, 4.603234], [0.266591, 0.541380, 4.393098], [1.458362, 1.034713, 3.698798], [0.787127, 0.591681, 0.839465], [1.481852, 1.251496, 0.928431], [1.130687, -0.305181, 0.887249], [-1.816831, 0.791874, 2.462373], [-1.091457, 0.527659, 1.871191], [-1.298911, 1.076448, 3.225497]],
  "forces_ev_per_angstrom": [[0.75, 0.45, 0.55], [-1.12, 0.72, -1.07], [1.25, -0.42, -0.12], [0.68, 0.51, -0.10], [-1.33, 0.86, -1.55], [0.45, 1.66, 2.56], [-1.71, -1.08, 0.76], [1.42, -1.11, -1.10], [-0.09, 0.02, -0.51], [-0.28, -0.31, 0.24], [0.30, -0.36, 0.61], [-0.43, 0.09, 0.33], [0.27, -0.75, 0.44], [0.00, -0.42, 0.22], [0.22, 0.12, 0.08], [-0.60, -0.90, -1.01], [-0.53, -0.88, -0.46], [0.35, 0.93, -0.03], [0.76, 0.30, -0.86], [-0.54, 0.31, 0.00], [-0.41, 0.35, 0.20], [0.43, -0.13, 0.57], [1.25, 0.62, 0.05], [-0.41, -0.32, -0.17], [-0.62, 0.05, 0.12], [1.98, -0.36, -1.73], [-1.14, -0.61, 0.54], [-0.84, 0.82, 0.91], [-0.23, -0.04, -0.05], [0.19, 0.19, 0.59], [0.02, -0.41, -0.39], [-0.21, -0.03, 0.38], [0.14, 0.11, -0.17], [0.17, -0.12, -0.22], [-0.02, -0.01, -1.43], [0.06, -0.11, 0.56], [-0.03, 0.13, 1.00], [-0.84, 0.18, -0.16], [0.16, -0.43, 0.35], [0.51, 0.19, 0.24], [0.59, -0.17, 0.06], [-0.17, 0.11, -0.29], [-0.40, 0.24, 0.05]],
  "mulliken_charge": [-0.771, -0.242, -0.600, 1.019, -1.855, 0.200, -0.627, -1.069, 0.301, 0.296, 0.295, 0.368, 0.221, 0.469, 0.380, 0.127, -0.023, 0.343, 0.287, 0.278, 0.349, 0.313, -0.566, 0.263, 0.263, -0.633, 0.286, 0.303, -0.553, 0.267, 0.314, -0.613, 0.305, 0.288, -0.680, 0.311, 0.380, -0.454, 0.213, 0.267, -0.657, 0.360, 0.278]
}

=====

{
  "formula": "C8H29CaN10O7",
  "method": "ωB97M-V/def2-TZVPD",
  "total_energy_ha": -2074.2023,
  "relative_energy_kcal_mol": 22.5,
  "charge": 1,
  "orbital_gap_ev": 7.275,
  "multiplicity": 1,
  "fmax_ev_per_a": 1.85,
  "homo_ha": -0.3405,
  "lumo_ev": -1.99,
  "species": ["Ca", "C", "C", "O", "H", "H", "H", "H", "H", "C", "O", "H", "H", "H", "H", "C", "O", "N", "N", "H", "H", "H", "H", "C", "O", "N", "N", "H", "H", "H", "H", "C", "O", "N", "N", "H", "H", "H", "H", "C", "O", "N", "N", "H", "H", "H", "H", "C", "O", "N", "N", "H", "H", "H", "H"],
  "xyz": [[-0.162507, 0.144583, -0.021708], [-2.422826, -0.876366, -3.799153], [-1.857207, -1.253131, -2.427640], [-2.091853, -0.410577, -1.347508], [-2.115125, 0.123259, -4.102639], [-3.505086, -0.984251, -3.893608], [-2.028337, -1.542980, -4.572126], [-0.769559, -1.286314, -2.630863], [-2.135394, -2.302639, -2.239549], [-1.506618, 3.445698, 0.938777], [-1.574369, 2.042264, 0.833278], [-2.392016, 3.908392, 0.499849], [-1.420755, 3.712849, 1.995005], [-0.639002, 3.884491, 0.450605], [-2.393057, 1.682546, 1.184262], [-1.846568, -1.388009, 2.543701], [-1.175378, -1.140170, 1.532381], [-3.191794, -1.378460, 2.631365], [-1.272037, -1.875753, 3.670296], [-3.774769, -1.246345, 1.820414], [-3.593931, -1.825995, 3.433029], [-0.272667, -1.971026, 3.586961], [-1.778701, -1.550631, 4.476800], [0.533451, 1.182991, 3.370730], [0.647277, 1.052938, 2.156888], [-0.245163, 2.111823, 3.934417], [1.234756, 0.496573, 4.344291], [-0.762017, 2.682923, 3.290214], [-0.333254, 2.238196, 4.922702], [1.756657, -0.326973, 4.102491], [1.089244, 0.722573, 5.307508], [3.304568, 0.197563, -0.634611], [2.332000, 0.517321, 0.033127], [3.599108, -1.021084, -1.129627], [4.247003, 1.138683, -1.004183], [4.272969, -1.011081, -1.872380], [2.841481, -1.686228, -1.171954], [5.077425, 0.872071, -1.493663], [4.011008, 2.060180, -0.681244], [0.479805, 2.308602, -2.532568], [0.426077, 1.853480, -1.388757], [1.493837, 3.132612, -2.910312], [-0.445612, 2.032876, -3.469004], [1.963062, 3.426851, -2.069155], [1.668627, 3.478001, -3.833377], [-0.441243, 2.504481, -4.355812], [-1.232559, 1.431529, -3.277493], [0.765169, -3.110196, -0.465581], [0.805934, -1.873210, -0.409922], [-0.274147, -3.835114, -0.903737], [1.899404, -3.847749, -0.305814], [-0.129299, -4.824696, -0.823845], [-1.220472, -3.489291, -0.903298], [1.851553, -4.809497, -0.585835], [2.702906, -3.518582, 0.197875]],
  "forces_ev_per_angstrom": [[-0.60, 0.45, -0.32], [-0.41, -0.30, -0.22], [0.71, 0.71, 0.32], [0.41, -0.06, -0.35], [-0.27, 0.06, 0.01], [-0.08, 0.35, 0.30], [0.21, -0.11, 0.11], [0.34, -0.33, 0.00], [-0.29, -0.17, 0.03], [-0.52, 0.32, 0.41], [0.42, -0.48, -0.48], [-0.02, 0.09, 0.15], [-0.24, 0.44, -0.04], [0.15, -0.65, -0.22], [-0.21, 0.32, -0.11], [0.56, -0.92, -1.50], [-1.11, -0.24, 1.16], [-0.47, 0.60, -0.28], [-0.12, 0.23, -0.05], [0.24, 0.12, -0.08], [-0.27, -0.09, -0.10], [-0.06, 0.33, 0.70], [0.87, -0.40, 0.69], [1.14, -0.33, 0.35], [0.15, -0.54, 0.89], [-1.10, 0.92, -0.38], [0.01, -0.47, -0.99], [-0.05, 0.12, 0.29], [-0.08, 0.11, 0.02], [0.12, 0.18, -0.02], [0.10, -0.16, 0.14], [0.54, 1.45, -0.45], [0.20, -0.46, 0.00], [-0.19, -0.89, 0.06], [-1.16, -0.32, 0.68], [-0.08, -0.43, -0.16], [0.00, 0.09, -0.05], [0.20, 0.47, 0.05], [0.63, 0.12, -0.16], [-0.65, -0.15, -0.85], [0.18, 0.54, -0.26], [-0.16, -0.38, 1.28], [-0.15, -0.02, -0.41], [0.64, 0.41, -0.60], [-0.02, 0.16, 0.09], [0.05, -0.01, 0.03], [0.14, -0.04, 0.48], [0.71, 1.08, -1.02], [-0.03, -1.00, 0.40], [-0.23, -0.50, 0.40], [-0.03, -0.42, 0.08], [-0.59, -0.17, -0.05], [0.15, 0.34, -0.16], [0.41, -0.14, 0.27], [-0.08, 0.18, -0.07]],
  "mulliken_charge": [2.440, -1.243, 0.169, -0.850, 0.233, 0.267, 0.360, 0.042, 0.061, -0.876, -0.198, 0.329, 0.369, 0.245, 0.166, 0.252, -0.585, -0.394, -0.454, 0.300, 0.161, 0.249, 0.214, 0.400, -0.300, -0.346, -0.393, 0.077, 0.151, 0.229, 0.140, 0.471, -0.356, -0.358, -0.447, 0.181, 0.109, 0.156, 0.240, 0.469, -0.715, -0.450, -0.316, 0.242, 0.170, 0.144, 0.244, 0.497, -0.520, -0.381, -0.450, 0.176, 0.284, 0.140, 0.254]
}

=====

Q: Which formula does entry 2 have?
A: C8H28BKN2O3